(1)
ORCA calculation (the ωB97M-V functional and the def2-TZVPD basis) on a molecular structure, C34H57EuN4OP2.

Each line ends with the Löwdin spin population.
Cartesian coordinates (Å):
C 1.333 1.630 -1.473  0.000
C -0.341 0.238 -2.363  0.000
C 1.667 2.109 -2.747  0.000
C 0.179 0.482 -3.662  0.000
C 1.129 1.448 -3.861  0.000
H 2.364 2.945 -2.865  0.000
H -0.197 -0.154 -4.475  0.000
H 1.437 1.740 -4.858  0.000
N 0.340 0.737 -1.270  -0.010
P 2.531 1.116 1.108  -0.005
P -2.547 -0.555 -0.663  -0.008
C 2.185 2.197 -0.355  0.001
H 3.189 2.446 -0.731  0.000
H 1.757 3.124 0.050  0.000
C -0.045 -1.240 4.004  0.002
O -0.038 -1.712 5.046  0.002
C -1.587 -0.474 -2.184  -0.001
H -1.874 -1.062 -3.063  0.000
C -3.102 -2.448 -0.038  0.000
C -3.914 0.659 -1.381  -0.002
C 4.042 0.022 0.562  -0.001
C 2.960 2.339 2.515  -0.001
C -2.294 -2.985 1.170  0.000
H -2.386 -2.351 2.069  0.000
H -2.720 -3.968 1.433  0.000
H -1.232 -3.177 0.942  0.000
C -4.587 -2.407 0.347  0.000
H -4.748 -1.720 1.190  0.000
H -5.240 -2.113 -0.488  0.000
H -4.900 -3.407 0.680  0.000
C -2.836 -3.388 -1.204  0.000
H -3.252 -4.389 -1.011  0.000
H -3.250 -3.050 -2.158  0.000
H -1.754 -3.520 -1.309  0.000
C -4.869 1.022 -0.236  0.000
H -4.295 1.479 0.591  0.000
H -5.615 1.757 -0.570  0.000
H -5.394 0.145 0.170  0.000
C -3.302 1.957 -1.941  0.000
H -2.537 2.390 -1.278  0.000
H -2.840 1.812 -2.928  0.000
H -4.085 2.724 -2.046  0.000
C -4.516 -0.189 -2.511  -0.001
H -3.722 -0.588 -3.159  0.000
H -5.096 -1.049 -2.141  0.000
H -5.158 0.422 -3.166  0.000
C 3.356 1.522 3.762  0.000
H 3.521 2.205 4.608  0.000
H 2.560 0.819 4.049  0.000
H 4.282 0.948 3.614  0.000
C 1.694 3.157 2.844  0.001
H 1.378 3.790 2.005  0.000
H 0.847 2.515 3.124  0.000
H 1.908 3.825 3.693  0.000
C 4.077 3.321 2.136  0.000
H 3.869 3.847 1.197  0.000
H 4.150 4.081 2.928  0.000
H 5.063 2.844 2.065  0.000
C 3.914 -0.279 -0.939  0.000
H 4.103 0.606 -1.562  0.000
H 4.661 -1.036 -1.225  0.000
H 2.926 -0.688 -1.195  0.000
C 3.921 -1.290 1.363  0.001
H 3.029 -1.858 1.082  0.001
H 4.802 -1.923 1.155  0.000
H 3.883 -1.106 2.450  0.000
C 5.413 0.656 0.819  0.000
H 5.555 1.612 0.297  0.000
H 5.640 0.779 1.888  0.000
H 6.183 -0.032 0.429  0.000
Eu -0.070 -0.454 1.054  7.029
N 1.082 -2.673 0.065  -0.007
C 1.473 -3.605 -0.586  0.004
C 1.469 -4.174 -2.018  0.000
C 0.290 -3.666 -2.874  0.000
C 2.660 -3.494 -2.695  0.000
C 1.402 -5.711 -1.901  0.000
H -0.716 -3.912 -2.522  0.000
H 0.271 -2.554 -2.991  0.000
H 0.385 -4.095 -3.896  0.000
H 3.565 -3.367 -2.097  0.000
H 2.918 -3.928 -3.676  0.000
H 2.320 -2.454 -2.898  0.000
H 1.288 -6.191 -2.886  0.000
H 2.244 -6.148 -1.363  0.000
H 0.511 -6.014 -1.324  0.000
N -3.576 4.859 3.359  0.000
C -2.880 3.842 2.788  0.001
C -2.147 4.053 1.591  0.000
C -1.449 2.986 1.020  0.001
N -1.435 1.737 1.577  -0.008
C -2.133 1.543 2.732  0.001
C -2.862 2.547 3.345  0.000
H -3.587 5.792 2.972  0.000
H -4.102 4.728 4.220  0.000
H -2.125 5.034 1.129  0.000
H -0.868 3.133 0.107  0.000
H -2.088 0.526 3.163  0.000
H -3.417 2.351 4.276  0.000

2S+1	8
LUMO (spin up / spin down)	-2.5756 / -2.5532	eV
<S²>	15.76
HOMO-LUMO gap (spin up / spin down)	0.2045 / 0.2059	Ha
total charge	+1

=====

(2)
ORCA calculation (the ωB97M-V functional and the def2-TZVPD basis) on a single C21H31N3O6S2 molecule.

Each line ends with the natural charge from an NBO analysis.
Cartesian coordinates (Å):
C 2.244 -4.588 0.767  -0.756
S 2.854 -4.094 2.408  0.161
C 3.333 -2.349 2.166  -0.528
C 2.201 -1.357 2.421  -0.416
C 1.305 -1.216 1.179  -0.164
N 1.905 -0.323 0.205  -0.878
S 2.062 -0.967 -1.309  2.329
O 2.483 0.115 -2.179  -0.977
O 2.950 -2.088 -1.214  -0.946
C 0.452 -1.546 -1.809  -0.287
C 0.303 -2.860 -2.204  -0.199
C -0.953 -3.324 -2.549  -0.207
C -2.060 -2.484 -2.495  0.020
C -3.426 -3.000 -2.824  -0.631
C -1.884 -1.163 -2.097  -0.194
C -0.632 -0.692 -1.753  -0.192
C -0.189 -0.931 1.408  0.678
O -0.994 -1.753 0.995  -0.625
N -0.612 0.211 1.982  -0.441
C 0.149 1.166 2.744  -0.216
C -0.074 2.607 2.258  -0.412
C -1.517 2.837 1.760  -0.323
C -1.546 2.777 0.234  0.721
O -2.074 1.903 -0.416  -0.636
N -0.935 3.843 -0.361  -0.615
C -0.439 3.686 -1.714  -0.157
C 0.039 5.009 -2.294  -0.605
C 0.699 2.656 -1.672  0.816
O 1.184 2.319 -0.611  -0.680
O 1.051 2.179 -2.831  -0.679
C -2.453 1.812 2.401  -0.409
C -2.060 0.380 2.051  -0.221
H 2.761 -4.007 0.009  0.244
H 1.168 -4.440 0.709  0.216
H 2.475 -5.643 0.655  0.227
H 4.138 -2.191 2.884  0.227
H 3.722 -2.240 1.155  0.240
H 1.605 -1.693 3.272  0.222
H 2.656 -0.394 2.664  0.204
H 1.288 -2.196 0.690  0.253
H 1.602 0.643 0.193  0.446
H 1.171 -3.499 -2.227  0.240
H -1.077 -4.354 -2.851  0.213
H -4.038 -2.221 -3.272  0.219
H -3.372 -3.848 -3.503  0.217
H -3.918 -3.329 -1.909  0.229
H -2.729 -0.496 -2.033  0.224
H -0.517 0.326 -1.419  0.234
H -0.154 1.080 3.797  0.189
H 1.208 0.934 2.677  0.219
H 0.632 2.814 1.454  0.242
H 0.150 3.282 3.086  0.212
H -1.842 3.843 2.045  0.230
H -0.389 4.457 0.226  0.392
H -1.245 3.265 -2.324  0.246
H 0.399 4.852 -3.307  0.235
H -0.780 5.724 -2.314  0.224
H 0.850 5.417 -1.694  0.207
H 1.710 1.424 -2.707  0.534
H -3.474 1.980 2.057  0.232
H -2.434 1.960 3.482  0.205
H -2.474 -0.319 2.788  0.197
H -2.457 0.104 1.072  0.250

LUMO	0.5246	eV
HOMO-LUMO gap	0.3224	Ha